1.
{"formula": "C35H30ClINNiOPSi", "method": "ωB97M-V/def2-TZVPD", "symbols": ["Ni", "Cl", "C", "C", "C", "I", "C", "O", "C", "N", "C", "C", "C", "C", "H", "H", "H", "H", "C", "C", "C", "C", "C", "C", "Si", "C", "C", "C", "C", "C", "C", "C", "C", "C", "C", "C", "C", "H", "H", "H", "H", "H", "H", "H", "H", "H", "H", "H", "H", "H", "H", "H", "C", "P", "C", "C", "C", "C", "C", "C", "C", "H", "H", "H", "H", "H", "H", "H", "H", "H", "H", "H"], "xyz": [[0.611, -0.249, 0.278], [5.037, -1.283, 5.190], [4.226, -1.247, 3.652], [4.968, -1.162, 2.502], [4.348, -1.120, 1.253], [5.492, -0.988, -0.498], [2.959, -1.164, 1.094], [2.362, -1.139, -0.050], [2.196, -1.227, 2.326], [0.845, -1.211, 2.186], [0.080, -1.302, 3.250], [0.608, -1.383, 4.546], [1.966, -1.370, 4.720], [2.818, -1.291, 3.597], [6.047, -1.122, 2.569], [-0.991, -1.323, 3.079], [-0.061, -1.450, 5.393], [2.399, -1.432, 5.709], [-2.713, -0.098, -4.974], [-2.843, -1.338, -4.367], [-2.487, -1.503, -3.035], [-2.001, -0.431, -2.288], [-1.876, 0.810, -2.915], [-2.228, 0.980, -4.244], [-1.473, -0.630, -0.473], [-2.197, -2.270, 0.180], [-1.358, -3.345, 0.479], [-1.873, -4.537, 0.969], [-3.240, -4.672, 1.166], [-4.087, -3.611, 0.875], [-3.569, -2.420, 0.388], [-2.418, 0.763, 0.478], [-1.910, 1.286, 1.671], [-2.586, 2.268, 2.382], [-3.803, 2.742, 1.915], [-4.331, 2.231, 0.738], [-3.641, 1.260, 0.024], [-2.987, 0.029, -6.014], [-3.226, -2.178, -4.933], [-2.590, -2.477, -2.568], [-1.499, 1.658, -2.351], [-2.128, 1.950, -4.715], [-0.288, -3.241, 0.331], [-1.210, -5.362, 1.199], [-3.645, -5.601, 1.546], [-5.154, -3.716, 1.030], [-4.239, -1.594, 0.175], [-0.970, 0.908, 2.065], [-2.163, 2.664, 3.298], [-4.336, 3.509, 2.463], [-5.289, 2.585, 0.376], [-4.055, 0.896, -0.910], [0.429, 3.273, -0.332], [1.516, 1.816, -0.083], [2.732, 2.529, 1.088], [2.416, 1.725, -1.665], [1.907, 0.849, -2.625], [2.496, 0.760, -3.875], [3.609, 1.534, -4.169], [4.134, 2.389, -3.212], [3.538, 2.490, -1.963], [1.015, 4.151, -0.603], [-0.120, 3.465, 0.590], [-0.294, 3.060, -1.119], [2.983, 3.546, 0.791], [3.633, 1.916, 1.117], [2.298, 2.549, 2.089], [1.060, 0.222, -2.371], [2.092, 0.079, -4.613], [4.072, 1.469, -5.145], [5.015, 2.977, -3.435], [3.970, 3.151, -1.222]], "mulliken_charge": [0.147, -0.279, 0.635, -0.506, -0.311, 0.039, 0.461, -0.917, 0.420, 0.252, -0.148, -1.246, -0.855, -0.058, 0.423, 0.546, 0.429, 0.440, -0.527, -0.583, -0.643, 0.398, 0.043, -0.771, 1.162, 0.247, -0.386, -0.673, -0.473, -0.624, -0.079, 0.503, -0.278, -0.960, -0.526, -0.723, -0.251, 0.385, 0.397, 0.364, 0.233, 0.417, 0.336, 0.407, 0.370, 0.384, 0.336, 0.101, 0.433, 0.377, 0.410, 0.382, -1.053, 1.546, -1.649, 0.145, -0.117, -0.889, -0.529, -0.681, -0.472, 0.486, 0.405, 0.216, 0.497, 0.399, 0.424, 0.070, 0.457, 0.392, 0.405, 0.291], "multiplicity": 3, "s_squared": 2.0095, "de_lowest_kj_mol": 43.9}

2.
{"formula": "C35H30ClN4O7RuS", "method": "ωB97M-V/def2-TZVPD", "symbols": ["Ru", "O", "Cl", "O", "O", "O", "C", "O", "C", "C", "C", "C", "C", "C", "N", "C", "N", "C", "C", "C", "C", "C", "C", "O", "C", "N", "C", "C", "C", "C", "C", "C", "O", "C", "H", "H", "H", "H", "H", "H", "H", "H", "H", "H", "H", "H", "H", "H", "H", "H", "H", "H", "H", "H", "H", "H", "S", "C", "C", "C", "C", "C", "C", "N", "C", "C", "C", "C", "C", "C", "C", "H", "H", "H", "H", "H", "H", "H", "H"], "xyz": [[-0.894, 1.448, 1.397], [-1.996, 2.438, 2.916], [-1.678, 3.902, 2.742], [-1.839, 4.526, 4.001], [-2.536, 4.446, 1.751], [-0.306, 3.929, 2.287], [2.034, -3.129, -2.585], [3.008, -2.136, -2.926], [2.558, -1.125, -3.741], [2.863, -1.124, -5.090], [2.457, -0.069, -5.895], [1.766, 0.994, -5.336], [1.478, 1.011, -3.980], [1.854, -0.060, -3.172], [1.620, -0.099, -1.789], [0.490, 0.347, -1.141], [-0.630, 0.493, -1.869], [-1.900, 0.933, -1.431], [-2.195, 1.345, -0.132], [-3.520, 1.756, 0.109], [-4.488, 1.726, -0.870], [-4.181, 1.293, -2.162], [-2.886, 0.907, -2.436], [-2.445, 0.476, -3.664], [-3.387, 0.441, -4.716], [0.490, 0.594, 0.130], [1.644, 0.507, 0.974], [2.732, 1.710, 0.902], [4.120, 1.250, 1.031], [4.149, 0.478, 2.325], [3.462, -0.823, 1.936], [2.349, -0.813, 1.199], [1.915, -1.966, 0.588], [0.624, -2.464, 0.938], [2.465, -4.107, -2.791], [1.127, -3.002, -3.178], [1.796, -3.051, -1.523], [3.425, -1.959, -5.490], [2.695, -0.072, -6.950], [1.461, 1.829, -5.952], [0.967, 1.858, -3.541], [2.240, -0.694, -1.257], [-0.591, 0.212, -2.837], [-3.778, 2.105, 1.101], [-5.495, 2.053, -0.645], [-4.943, 1.276, -2.927], [-4.211, -0.240, -4.487], [-2.852, 0.079, -5.591], [-3.788, 1.437, -4.920], [2.484, 2.410, 0.108], [4.813, 1.072, 0.222], [5.149, 0.268, 2.702], [3.949, -1.771, 2.127], [0.563, -2.640, 2.015], [0.518, -3.413, 0.415], [-0.169, -1.785, 0.626], [-0.842, -1.659, 4.439], [-2.150, -2.143, 3.390], [-3.027, -3.204, 3.566], [-3.969, -3.441, 2.582], [-4.025, -2.631, 1.445], [-3.159, -1.569, 1.271], [-2.215, -1.314, 2.263], [-1.259, -0.310, 2.279], [-0.450, -0.395, 3.323], [0.630, 0.540, 3.431], [1.427, 0.687, 4.650], [2.736, 0.964, 4.542], [3.371, 1.454, 3.267], [2.307, 2.082, 2.353], [1.166, 1.115, 2.289], [-2.968, -3.829, 4.447], [-4.666, -4.261, 2.694], [-4.764, -2.833, 0.681], [-3.219, -0.940, 0.392], [1.002, 0.423, 5.612], [3.357, 0.906, 5.428], [4.082, 2.236, 3.549], [2.075, 3.117, 2.589]], "mulliken_charge": [-0.835, -0.578, 1.844, -0.669, -0.625, -0.635, -0.397, -0.552, 0.322, -0.410, -0.562, -0.977, 0.031, -0.019, 0.486, -0.133, 0.198, 0.316, -0.503, 0.169, -1.423, -0.363, 0.973, -0.407, -1.035, -0.056, 2.335, -0.370, -1.888, 0.349, -1.088, -0.343, -0.466, -0.554, 0.350, 0.298, -0.119, 0.459, 0.393, 0.423, 0.506, 0.268, 0.460, 0.445, 0.394, 0.438, 0.378, 0.267, 0.386, 0.726, 0.339, 0.736, 0.501, 0.316, 0.408, 0.127, -0.269, 0.999, -0.683, -0.535, -0.964, -0.048, -0.842, 0.625, 0.135, 1.062, -1.198, -1.197, -0.364, -0.408, -0.811, 0.415, 0.396, 0.447, 0.284, 0.622, 0.422, 0.824, 0.455], "multiplicity": 2, "s_squared": 0.7556, "de_lowest_kj_mol": 447.0}

3.
{"formula": "C35H30CsF6N3O3P2", "method": "ωB97M-V/def2-TZVPD", "symbols": ["Cs", "O", "C", "C", "C", "C", "C", "C", "C", "N", "C", "C", "N", "C", "C", "C", "C", "C", "C", "C", "O", "H", "H", "H", "H", "H", "H", "H", "H", "H", "H", "H", "H", "H", "H", "O", "N", "C", "C", "C", "C", "C", "C", "C", "P", "C", "C", "C", "C", "C", "C", "C", "C", "C", "C", "C", "C", "H", "H", "H", "H", "H", "H", "H", "H", "H", "H", "H", "H", "H", "H", "H", "H", "F", "P", "F", "F", "F", "F", "F"], "xyz": [[1.197, -2.209, -0.455], [1.448, -3.519, 1.944], [1.095, -3.402, 3.158], [0.047, -4.206, 3.722], [-0.372, -4.050, 5.017], [0.218, -3.100, 5.871], [1.235, -2.316, 5.377], [1.693, -2.447, 4.062], [2.681, -1.552, 3.517], [3.189, -0.547, 4.127], [4.005, 0.325, 3.332], [3.234, 1.612, 2.984], [1.992, 1.264, 2.323], [1.809, 1.388, 1.077], [2.675, 1.961, 0.033], [3.238, 3.216, 0.096], [3.961, 3.729, -0.979], [4.130, 2.973, -2.155], [3.581, 1.730, -2.260], [2.818, 1.157, -1.173], [2.306, 0.023, -1.256], [-0.410, -4.940, 3.067], [-1.174, -4.677, 5.394], [-0.132, -2.983, 6.889], [1.702, -1.562, 6.001], [2.957, -1.764, 2.475], [4.332, -0.141, 2.386], [4.895, 0.624, 3.894], [3.888, 2.251, 2.385], [2.979, 2.121, 3.914], [0.879, 0.977, 0.686], [3.078, 3.823, 0.978], [4.385, 4.722, -0.913], [4.693, 3.387, -2.981], [3.692, 1.135, -3.157], [-0.193, -0.513, 2.644], [-1.018, -0.034, 1.663], [-2.096, -0.700, 1.584], [-3.166, -0.294, 0.660], [-4.471, -0.420, 1.144], [-5.553, 0.024, 0.409], [-5.343, 0.592, -0.840], [-4.058, 0.686, -1.345], [-2.950, 0.245, -0.618], [-1.253, 0.302, -1.355], [-1.708, 0.246, -3.143], [-1.785, -1.038, -3.686], [-2.136, -1.228, -5.013], [-2.404, -0.135, -5.826], [-2.326, 1.147, -5.298], [-1.981, 1.337, -3.967], [-0.842, 2.080, -1.119], [0.191, 2.638, -1.879], [0.605, 3.945, -1.673], [0.013, 4.712, -0.679], [-0.991, 4.160, 0.104], [-1.417, 2.856, -0.115], [0.563, 0.113, 2.699], [-2.283, -1.530, 2.266], [-4.619, -0.860, 2.122], [-6.555, -0.071, 0.807], [-6.181, 0.944, -1.427], [-3.912, 1.095, -2.335], [-1.559, -1.903, -3.072], [-2.184, -2.233, -5.412], [-2.669, -0.277, -6.866], [-2.539, 2.006, -5.923], [-1.949, 2.345, -3.574], [0.667, 2.039, -2.648], [1.397, 4.362, -2.284], [0.338, 5.731, -0.511], [-1.448, 4.747, 0.891], [-2.193, 2.435, 0.511], [0.008, -3.338, -2.213], [-0.282, -4.965, -2.327], [1.001, -5.228, -1.373], [0.679, -5.005, -3.624], [-0.563, -6.539, -2.441], [-1.551, -4.631, -3.277], [-1.228, -4.850, -1.024]], "mulliken_charge": [1.731, -0.788, 0.281, -0.687, -0.335, -0.615, -0.441, 0.061, 0.075, -0.522, -0.798, -0.726, -0.570, 1.230, 0.297, 0.219, -0.939, -0.598, -0.388, -0.538, -0.262, 0.446, 0.364, 0.362, 0.405, 0.421, 0.332, 0.392, 0.337, 0.426, -0.434, 0.599, 0.411, 0.404, 0.514, -0.329, -0.050, -1.020, 0.566, -0.785, -0.574, -0.817, -0.205, 0.086, 0.600, 0.196, -0.686, -0.592, -0.516, -0.666, 0.116, 0.384, -0.521, -0.830, -0.686, -0.724, -0.525, 0.532, 0.486, 0.482, 0.380, 0.428, 0.384, 0.261, 0.507, 0.371, 0.408, 0.430, 0.782, 0.536, 0.390, 0.406, 0.330, -0.667, 1.321, -0.367, -0.408, -0.345, -0.377, -0.355], "multiplicity": 2, "s_squared": 0.7963, "charge": -1, "de_lowest_kj_mol": 82.3}